Record 1
{"formula": "C22H50N2O11P3S2", "method": "the ωB97M-V functional and the def2-TZVPD basis", "homo_lumo_gap_ev": 7.79, "homo_energy_ha": -0.424, "energy_ev": -98657.549, "charge": 1, "spin_multiplicity": 1, "symbols": ["C", "C", "C", "C", "C", "C", "C", "O", "C", "C", "N", "S", "C", "P", "O", "O", "S", "N", "H", "H", "H", "H", "H", "H", "H", "H", "H", "H", "H", "H", "H", "H", "H", "H", "H", "H", "H", "H", "O", "P", "O", "C", "C", "O", "C", "C", "O", "C", "C", "H", "H", "H", "H", "H", "H", "H", "H", "H", "H", "H", "H", "H", "H", "H", "O", "P", "O", "C", "C", "O", "C", "C", "O", "C", "C", "H", "H", "H", "H", "H", "H", "H", "H", "H", "H", "H", "H", "H", "H", "H"], "coordinates": [[-1.22790, -3.87116, 4.04944], [-0.19356, -3.25869, 2.98975], [-1.00155, -3.09238, 1.64564], [0.33579, -1.91514, 3.63078], [0.87109, -0.82831, 2.61020], [2.31138, -0.36375, 3.13986], [-0.02196, 0.47188, 2.68685], [-1.21212, 0.42939, 1.85147], [-2.32274, 0.12183, 2.52842], [-2.81007, 0.47985, 3.83459], [-4.06095, -0.11735, 4.11627], [-4.94060, 0.03613, 5.59899], [-4.39050, -0.84951, 2.98360], [-5.96805, -1.84074, 2.91257], [-6.34552, -2.29971, 1.37344], [-7.21136, -0.90114, 3.48891], [-5.69925, -3.36880, 4.07523], [-3.40011, -0.68566, 2.07590], [-2.21678, -3.33284, 3.92271], [-1.44066, -4.95281, 3.87390], [-0.89602, -3.63649, 5.09516], [0.59852, -4.04869, 2.87204], [-2.04946, -2.79214, 1.88874], [-1.07823, -4.12169, 1.18750], [-0.51472, -2.45169, 0.87231], [-0.42852, -1.49273, 4.34671], [1.21075, -2.20482, 4.28309], [1.04226, -1.19885, 1.57232], [2.60971, 0.60562, 2.64664], [3.08116, -1.13752, 2.90972], [2.22806, -0.22076, 4.24710], [0.62354, 1.30019, 2.27870], [-0.20202, 0.72473, 3.75977], [-2.25696, 1.14648, 4.52250], [-4.16330, -0.72102, 6.46100], [-5.91021, -3.16116, 1.20421], [-6.85767, 0.01318, 3.54534], [-3.39427, -1.13283, 1.15537], [-2.48932, -2.44173, -2.16909], [-2.23806, -2.10977, -3.62517], [-0.59046, -2.09522, -3.60233], [0.10066, -3.33484, -3.50612], [-0.03168, -4.16176, -4.77267], [-2.51152, -0.48245, -3.52757], [-3.19507, 0.06018, -2.40743], [-2.22755, 0.42069, -1.29412], [-2.19599, -1.89041, -5.30396], [-3.12210, -2.66847, -6.07398], [-4.55216, -2.53000, -5.58999], [-0.25653, -3.89722, -2.63758], [1.15294, -3.09934, -3.33704], [-1.04488, -4.56727, -4.86158], [0.66145, -5.00450, -4.76309], [0.15964, -3.55497, -5.65907], [-3.97401, -0.62194, -2.06345], [-3.70547, 0.96565, -2.74598], [-1.50322, -0.37246, -1.09564], [-2.77135, 0.63469, -0.36910], [-1.64827, 1.30589, -1.56545], [-2.81582, -3.71810, -6.05467], [-3.04911, -2.32597, -7.10736], [-4.66494, -2.90620, -4.56515], [-5.22857, -3.09904, -6.22950], [-4.86122, -1.48338, -5.58723], [4.53045, 2.83377, 0.49072], [4.75225, 3.94272, -0.51301], [4.06284, 5.18541, 0.32385], [4.75716, 5.71921, 1.44388], [6.00528, 6.47994, 1.03214], [3.49331, 3.58086, -1.52055], [2.86431, 2.30627, -1.45763], [1.72004, 2.30214, -0.46010], [5.24245, 5.04575, -1.70254], [6.56856, 4.87864, -2.22012], [6.83705, 3.46822, -2.70790], [5.00632, 4.91861, 2.14731], [4.06949, 6.40024, 1.94869], [6.78330, 5.78673, 0.69632], [6.41002, 7.04937, 1.87052], [5.79424, 7.16320, 0.20796], [3.59403, 1.52627, -1.23922], [2.47064, 2.09096, -2.45448], [1.99265, 2.76515, 0.49116], [1.38526, 1.27872, -0.26590], [0.87416, 2.87403, -0.84986], [7.29451, 5.15782, -1.45120], [6.68231, 5.58133, -3.04721], [6.77061, 2.74262, -1.88760], [7.83831, 3.39613, -3.13545], [6.10580, 3.17285, -3.46219]], "forces_ev_per_a": [[-0.1417, 0.7864, -0.4284], [-1.5686, -0.2450, 0.8444], [0.5238, -1.1878, 0.0799], [0.7958, -0.8578, -0.5761], [0.5631, 0.6979, 1.5386], [-0.8107, 0.3248, -0.3576], [2.7644, 0.1703, -0.4711], [-1.5340, -0.8056, 1.0743], [-2.7833, -0.0282, 3.1643], [1.5748, 0.2964, -1.1691], [2.0425, -0.4901, -2.3102], [0.3576, -0.0621, 0.3358], [-0.1569, 1.3237, 0.6047], [-1.4869, -2.3953, 1.0151], [0.9936, 1.3592, 1.5299], [2.6075, 0.0328, -1.7352], [0.1915, 0.7732, -0.7147], [0.5173, 0.0950, -0.4516], [0.9224, -0.4972, 0.1588], [0.3444, 0.8031, 0.3536], [-0.1622, -0.6852, -0.8604], [-0.4047, 1.1665, -0.0709], [0.8819, 0.0221, -0.3677], [-0.0575, 1.0545, 0.3610], [-0.5318, -0.3164, 0.6855], [0.5729, -0.2837, -0.9261], [-0.9471, 0.2526, -0.5398], [-0.6276, 0.3234, 0.7509], [-0.1055, -1.0047, 0.5370], [-0.6510, 0.5673, 0.2806], [0.3452, -0.0019, -0.8981], [-1.0760, -0.6451, 0.1760], [-0.3256, -0.2910, -0.9121], [-0.9096, -0.6866, -0.2742], [-0.3049, 0.2737, -1.0055], [-0.3450, 0.3030, 0.1623], [-0.8161, -0.2832, -0.0129], [-0.1236, 0.1655, 0.2726], [-2.0081, -2.8380, -1.9324], [5.0438, 6.8220, 1.6113], [-0.5375, -0.5614, -0.1178], [0.3222, -0.2165, -0.0768], [-0.1661, -0.0420, -0.0414], [-0.7961, -0.6068, -0.4062], [0.0466, 0.1996, 0.2309], [0.2049, 0.0547, 0.0555], [-1.9579, -2.8348, 1.2209], [-0.3454, -0.1569, -0.5261], [0.0199, 0.1935, 0.0798], [0.0032, 0.0302, 0.0175], [-0.1035, 0.1659, 0.0286], [0.0165, -0.0656, -0.0307], [-0.0442, 0.0199, 0.0385], [0.0680, -0.0013, 0.0905], [0.1049, -0.0644, 0.0518], [0.1110, -0.0678, -0.1635], [-0.1983, -0.1170, -0.0518], [0.0017, 0.1493, -0.0552], [-0.0780, 0.0015, 0.0780], [0.0176, 0.0055, -0.0945], [0.1671, 0.0886, 0.1161], [0.0054, -0.0838, -0.0063], [0.0251, 0.0084, 0.0554], [0.0125, -0.0425, -0.0647], [3.9557, -0.0743, -0.6431], [-8.3092, 2.2929, -0.3091], [0.7153, -0.2244, -0.0291], [0.0674, 0.2766, 0.2152], [0.1220, -0.0901, -0.0823], [0.9615, -0.2638, -0.3509], [-0.2246, -0.1434, 0.0884], [-0.2859, 0.0831, 0.1380], [2.6196, -2.0660, 1.3895], [0.4474, 0.0774, -0.4052], [-0.1864, -0.0527, -0.0437], [-0.0295, -0.0076, -0.0052], [-0.1023, -0.1027, -0.1245], [0.0570, 0.0367, 0.0264], [-0.0127, -0.0590, -0.0071], [-0.0633, -0.0075, 0.0908], [-0.0308, 0.0607, 0.1577], [0.0693, 0.1951, -0.0076], [0.2321, -0.1079, -0.0816], [-0.0240, 0.0093, -0.0639], [0.0231, -0.0670, -0.0283], [0.0343, 0.0691, -0.0560], [-0.1815, 0.0490, 0.1064], [0.0670, 0.0127, 0.0396], [-0.0379, -0.0152, 0.0424], [0.0528, 0.0541, -0.0079]]}

Record 2
{"formula": "C28H27HgN3SSi", "method": "the ωB97M-V functional and the def2-TZVPD basis", "homo_lumo_gap_ev": [4.82, 4.46], "homo_energy_ha": [-0.194, -0.180], "energy_ev": -56825.591, "charge": 0, "spin_multiplicity": 1, "de_lowest_kj_mol": 129.4, "symbols": ["C", "C", "C", "H", "C", "C", "H", "H", "H", "H", "Hg", "C", "H", "H", "H", "Si", "C", "C", "H", "C", "H", "C", "H", "C", "H", "C", "H", "C", "C", "H", "C", "H", "C", "H", "C", "H", "C", "H", "H", "H", "N", "C", "C", "C", "C", "C", "C", "N", "C", "C", "C", "S", "C", "N", "H", "H", "H", "H", "H", "H", "H"], "coordinates": [[0.34695, 1.89446, 3.30263], [-0.99712, 1.51957, 3.19760], [-1.07966, 0.08906, 3.32134], [-1.85236, 2.19027, 3.08500], [0.21987, -0.41904, 3.51595], [1.15179, 0.69911, 3.49523], [2.15679, 0.68111, 3.89946], [0.75109, 2.90782, 3.25659], [-2.00004, -0.48808, 3.32286], [0.49653, -1.45500, 3.71964], [1.76932, 0.17610, 1.28224], [-1.58189, -0.71034, -0.94892], [-0.96758, -1.19955, -0.17457], [-0.99196, 0.08829, -1.40225], [-2.42378, -0.27258, -0.41318], [-1.98002, -1.93277, -2.16652], [-3.40967, -1.15151, -3.10158], [-4.43357, -0.57711, -2.31657], [-4.47500, -0.76731, -1.23755], [-5.38670, 0.27073, -2.89956], [-6.17176, 0.70661, -2.27800], [-5.34480, 0.53688, -4.27279], [-6.09166, 1.19050, -4.72793], [-4.35685, -0.06341, -5.06122], [-4.34269, 0.11082, -6.13706], [-3.39450, -0.90410, -4.48435], [-2.61534, -1.36740, -5.09461], [-2.56101, -3.56108, -1.49771], [-3.87065, -4.01905, -1.72951], [-4.47968, -3.55335, -2.50934], [-4.40764, -5.04779, -0.94226], [-5.44528, -5.37309, -1.09482], [-3.61983, -5.65309, 0.04963], [-4.04353, -6.43903, 0.68090], [-2.27946, -5.26887, 0.21056], [-1.65204, -5.77074, 0.95174], [-1.74863, -4.24161, -0.57465], [-0.71044, -3.93707, -0.46500], [-0.34502, -2.05333, -2.70038], [-0.75956, -1.78939, -3.41004], [5.05419, 3.13204, 0.51300], [4.89935, 3.72345, 1.74913], [5.68532, 4.66083, 2.41414], [5.39608, 4.90610, 3.76761], [4.34005, 4.22939, 4.40236], [3.54711, 3.29657, 3.72556], [3.85334, 3.02196, 2.37534], [3.42096, 2.03710, 1.50189], [4.16818, 2.10395, 0.38377], [4.08020, 1.19771, -0.75124], [4.85512, 1.16111, -1.88831], [4.31451, -0.08193, -2.94514], [3.09165, -0.53271, -1.80469], [3.08503, 0.22157, -0.70160], [5.72939, 3.40552, -0.20602], [6.49480, 5.16771, 1.88146], [5.99141, 5.61810, 4.33955], [4.13042, 4.43335, 5.45731], [2.71920, 2.76558, 4.18740], [5.68554, 1.83550, -2.08118], [2.38553, -1.34854, -1.97137]], "forces_ev_per_a": [[0.0636, -0.3285, 0.0615], [0.5356, -0.5142, 0.1182], [0.9299, 0.1627, 0.2639], [0.3901, -0.2231, -0.0655], [-0.8618, 0.4321, 0.3631], [-1.1339, 0.2961, 0.0622], [-0.0634, -0.0691, 0.0034], [-0.2686, -0.3254, -0.0033], [0.2261, 0.0582, -0.1145], [-0.1387, 0.3671, -0.1246], [-1.3182, -0.7272, 0.5808], [1.2680, 0.6273, 1.8923], [0.0029, 0.4186, -0.1305], [0.0047, 0.0898, 0.1022], [-0.1493, 0.0049, -0.2548], [-0.5987, -0.3432, -2.0538], [-0.4643, 0.3360, -0.3448], [-0.1090, 0.2987, -0.5479], [-0.0245, 0.0756, -0.4246], [0.1249, -0.3017, 0.0252], [0.2418, -0.0743, -0.1970], [0.2244, -0.2943, 0.1311], [0.2563, -0.1779, 0.1367], [-0.0115, -0.1958, 0.0977], [0.0077, 0.0121, 0.2389], [-0.5243, 0.2660, 0.3728], [-0.1961, 0.2261, 0.1155], [0.4931, -0.6680, -0.1790], [-0.0115, -0.0729, 0.3184], [0.1647, -0.0834, 0.3447], [0.2220, -0.0094, 0.0590], [0.5206, 0.1475, 0.0490], [0.1361, 0.2495, -0.3250], [0.1530, 0.2796, -0.2261], [-0.1443, -0.0529, -0.1728], [-0.2227, 0.1702, -0.2466], [-0.5839, -0.1642, 0.2501], [-0.1408, -0.0171, 0.1452], [1.5855, -1.2821, 2.5162], [-2.1550, 0.6005, -1.6415], [0.8622, 0.1889, -1.3809], [0.1509, -0.2237, 0.4762], [0.0530, 0.4719, 0.5319], [0.0771, -0.1914, -0.9441], [-0.5897, -0.4247, -0.1247], [0.2044, 0.1113, -0.3116], [0.7321, 0.0888, -0.3106], [0.5856, -0.2726, -1.3844], [-0.6734, 1.1026, 2.7315], [-0.5213, -1.0343, -0.7712], [-0.3733, 0.2904, 0.7401], [-0.2162, 0.0920, 0.6542], [0.4369, 1.4838, 1.4471], [1.3060, -0.4596, -2.7832], [-0.4618, -0.1160, 0.6602], [-0.1994, -0.1148, 0.3552], [-0.1356, -0.1820, -0.2475], [0.0762, -0.0740, -0.4373], [0.2584, 0.1842, 0.1494], [-0.1957, -0.3637, -0.3067], [0.1929, 0.2492, 0.0604]]}

Record 3
{"formula": "C19H19BrN4O2Re", "method": "the ωB97M-V functional and the def2-TZVPD basis", "homo_lumo_gap_ev": [8.05, 4.23], "homo_energy_ha": [-0.804, -0.805], "energy_ev": -102190.354, "charge": 4, "spin_multiplicity": 4, "de_lowest_kj_mol": 75.6, "s_squared": 3.79, "symbols": ["N", "C", "C", "H", "H", "H", "N", "C", "C", "H", "H", "H", "N", "C", "C", "H", "H", "H", "Re", "C", "O", "C", "O", "C", "C", "C", "C", "C", "C", "H", "H", "H", "H", "H", "H", "Br", "C", "C", "C", "C", "N", "C", "H", "H", "H", "H"], "coordinates": [[-0.33873, -1.98288, 2.73560], [-1.25861, -1.80423, 3.43075], [-2.30855, -1.66171, 4.41728], [-2.45514, -2.62942, 4.91979], [-3.24386, -1.38455, 3.91871], [-2.06661, -0.89970, 5.17906], [-1.25734, 3.13892, -1.30331], [-1.81472, 4.03502, -1.82074], [-2.10986, 5.39971, -2.23796], [-3.17064, 5.64921, -2.11500], [-1.88956, 5.54749, -3.30177], [-1.50317, 6.09159, -1.64640], [2.06092, -2.61769, -0.68944], [2.40380, -2.63717, -1.80129], [2.93747, -2.78575, -3.14006], [3.53799, -1.91065, -3.44843], [2.10570, -2.90102, -3.84883], [3.57015, -3.69082, -3.18530], [-1.17991, 0.87318, -0.91295], [0.67902, 0.89316, -1.64521], [1.71950, 0.87822, -2.15601], [-1.10449, 1.32211, 1.05011], [-1.15748, 1.57725, 2.17936], [-2.98342, -0.12317, -0.25803], [-1.95387, -1.08030, -0.28254], [-1.19511, -1.26182, -1.42183], [-1.44096, -0.48148, -2.56543], [-2.50968, 0.40591, -2.57577], [-3.28855, 0.58033, -1.41296], [-3.49237, 0.10192, 0.66765], [-1.72869, -1.71234, 0.58150], [-0.40639, -2.02164, -1.38865], [-0.77406, -0.53511, -3.41353], [-2.67219, 1.04938, -3.43395], [-4.05224, 1.34931, -1.39350], [5.43857, -1.61622, 0.37217], [4.06538, -0.78690, 1.31702], [3.87720, -1.04859, 2.68497], [2.75440, -0.50935, 3.32648], [1.82610, 0.21713, 2.53880], [1.95943, 0.38167, 1.22531], [3.08925, -0.02794, 0.63581], [4.59279, -1.68328, 3.20522], [2.54258, -0.66971, 4.39265], [0.97526, 0.72160, 3.02063], [3.22068, 0.25030, -0.40000]], "forces_ev_per_a": [[-1.5513, 0.8068, 0.4709], [1.8487, -0.4440, -0.5642], [-0.5851, 0.0141, 0.3915], [0.0231, 0.2713, -0.1266], [0.0777, -0.0737, 0.2173], [0.0195, -0.3339, -0.4002], [-1.8933, -0.9884, -1.1510], [2.2622, -0.1052, 1.5480], [-0.8110, -0.1041, -0.6565], [0.1130, -0.1309, 0.1809], [0.1442, -0.1877, 0.1069], [0.0680, -0.1931, 0.1404], [0.0600, 0.6066, -1.3902], [0.0080, -0.3115, 1.5571], [0.1829, -0.0334, -0.7594], [-0.2499, -0.3875, 0.2338], [0.3053, -0.0782, 0.0884], [-0.3063, 0.3694, 0.0137], [3.1683, 4.2093, 1.7304], [5.3678, 0.6335, -2.5607], [-3.9821, -0.1115, 1.9681], [-0.1357, 1.9331, 5.7258], [0.2211, -1.1707, -4.4865], [-2.0701, -0.9175, 0.6888], [-0.5904, -1.3232, 1.4534], [0.9440, -1.5943, -0.7470], [-0.3732, -1.3357, -2.0775], [-0.3241, 0.2801, -1.4928], [-1.4899, 0.6987, 0.0862], [-0.3549, -0.1676, 0.0358], [0.1104, 0.4166, 0.1155], [0.0910, 0.4148, -0.0620], [-0.1174, -0.2048, -0.2785], [-0.0589, -0.0937, -0.0600], [-0.0886, -0.0346, 0.0109], [-0.9424, 0.8275, 0.6928], [0.7550, -0.9021, -0.1700], [-0.8297, 0.1739, 1.1203], [0.7985, -0.5264, -0.5914], [-0.3688, 0.1679, 0.6169], [1.4917, -0.4505, -0.3092], [-1.5109, 0.6988, -0.5750], [-0.1405, 0.1872, 0.0922], [0.2265, 0.1111, -0.5316], [0.3462, -0.4471, -0.1690], [0.1413, -0.1696, -0.1267]]}